The following is a quantum chemistry calculation of a molecular structure, C12H18Ag2FNO9 in a non-equilibrium geometry, from the OMol25 dataset.

Geometry as XYZ:
```
43
Properties=species:S:1:pos:R:3:forces:R:3:mulliken_charge:R:1
Ag 1.450911 0.451173 -2.922033 -0.3861 -0.5041 -0.7389 0.77
Ag -1.796149 -1.875277 -3.551013 0.5566 -0.0210 -0.9002 0.82
F 0.351801 -1.280097 -3.943953 -0.1899 0.3538 0.8131 -0.73
N -0.972039 0.031573 -0.760643 -0.4212 0.5186 0.6589 0.95
O 0.222291 0.248503 -0.858613 1.4019 0.6079 0.5810 -0.27
O -1.636039 0.442053 0.162657 0.2299 -0.1642 -0.2393 -0.34
O -1.461089 -0.625497 -1.658553 -1.3581 -0.5360 -0.2408 -0.20
O -2.769719 2.590963 -3.298793 -1.1504 0.3926 2.6429 -0.57
C -3.219629 2.773053 -2.171293 0.5844 -0.5192 -1.4825 0.39
O -2.546269 3.577393 -1.254963 -0.0112 -0.7108 -2.9038 -0.32
C -3.088299 3.454643 -0.018423 -1.5420 -0.2724 2.9656 0.03
C -4.372479 2.648703 -0.060043 -1.2503 -0.0818 -0.6332 -0.71
C -4.373989 1.984603 -1.398863 2.1637 0.1210 -1.4951 -0.13
H -3.396189 4.408083 0.410837 0.8928 0.2267 0.0322 0.39
H -2.462199 2.872873 0.658077 0.7926 0.5450 0.0538 -0.03
H -5.221879 3.329973 -0.109933 -0.1186 -0.0851 0.6737 0.31
H -4.437359 1.941073 0.766487 -0.2703 0.2874 0.0216 0.32
H -5.322439 1.836103 -1.915093 0.2431 0.4555 -0.1022 0.41
H -3.857979 1.024663 -1.417543 -0.2843 -0.5238 0.3470 -0.05
O 1.083451 -4.307517 -2.499073 -3.7177 -0.2484 -3.0400 -0.09
C 1.808241 -4.213227 -1.565573 3.8437 0.8599 2.2088 0.64
O 2.941261 -4.769057 -1.618653 1.3401 -1.6144 -0.6728 -0.29
C 3.848921 -4.410747 -0.523693 -0.3886 0.5759 1.0829 -0.46
C 3.207501 -3.173227 0.084597 -0.7423 1.1321 -1.1537 -0.45
C 1.704251 -3.341407 -0.394733 -0.4944 0.9215 2.4937 0.04
H 4.820281 -4.269917 -0.997753 -0.1188 -0.2506 0.3020 0.33
H 3.775291 -5.182247 0.242777 0.4891 -0.4575 -0.5309 0.31
H 3.589281 -2.226797 -0.298313 0.1527 -0.1472 -0.3735 0.31
H 3.292761 -3.039007 1.162937 -0.3352 -0.5487 0.0594 0.39
H 1.069131 -2.460517 -0.488333 0.3737 0.0646 -0.2635 -0.09
H 1.198051 -3.934247 0.367107 -0.3039 -0.3244 0.0959 0.33
O 1.199461 -1.281897 2.796687 -0.2355 -0.7477 0.1176 -0.62
C 1.396651 -0.112257 2.618637 -2.8889 -1.5688 2.2337 0.44
O 2.274491 0.268983 1.768707 1.3122 -0.4754 -1.9991 -0.31
C 2.216841 1.620153 1.586587 0.3162 4.0436 0.5010 -0.32
C 1.157981 2.253813 2.563937 -0.1610 0.1594 -0.8273 -0.35
C 0.669631 1.050383 3.307777 1.1087 -0.5306 0.2030 -0.25
H 1.829771 1.960513 0.626147 0.7015 -0.6733 -0.5731 0.15
H 3.223641 1.980883 1.797127 -0.1092 0.4223 -0.4158 0.40
H 0.345631 2.683203 1.977577 0.0906 0.1080 -0.1029 -0.04
H 1.514761 3.054703 3.211527 0.2937 -0.2222 -0.1518 0.35
H -0.409879 0.901503 3.332177 0.2755 -0.1133 0.3137 0.28
H 1.151321 1.113393 4.283537 -0.6847 -0.4550 0.4389 0.27
```
Positions in Å, forces in eV/Å.

The spin multiplicity is 3. Its LUMO energy (alpha / beta) is -7.554 / -11.834 eV. For the electronic energy, the calculation gives -1592.7935 Ha. As for the total charge: +2.